Record 1
{
  "formula": "C20H41Br2F3NbO12",
  "method": "the ωB97M-V functional and the def2-TZVPD basis",
  "total_charge": -1,
  "orbital_gap_ev": 6.77,
  "fmax_ha_per_bohr": 0.02548,
  "lumo_energy_ev": 1.8,
  "e_homo_ev": -4.94,
  "elements": ["F", "C", "F", "Br", "C", "F", "Br", "C", "C", "Nb", "H", "H", "H", "H", "H", "H", "H", "H", "H", "C", "C", "O", "C", "O", "O", "C", "H", "H", "H", "H", "H", "H", "H", "H", "C", "C", "O", "C", "O", "O", "C", "H", "H", "H", "H", "H", "H", "H", "H", "C", "C", "O", "C", "O", "O", "C", "H", "H", "H", "H", "H", "H", "H", "H", "C", "C", "O", "C", "O", "O", "C", "H", "H", "H", "H", "H", "H", "H", "H"],
  "positions_angstrom": [[0.181, 1.632, -1.189], [-0.401, 0.737, -2.060], [0.233, -0.443, -1.889], [-0.019, 1.346, -3.871], [-1.919, 0.669, -1.741], [-1.948, 0.386, -0.364], [-2.595, -0.899, -2.640], [-2.662, 1.979, -2.027], [-3.857, 1.966, -2.983], [-5.942, 1.598, -2.169], [-1.896, 2.691, -2.383], [-2.967, 2.334, -1.026], [-4.031, 3.019, -3.294], [-3.605, 1.399, -3.889], [-5.822, 0.141, -3.297], [-5.088, 0.460, -0.995], [-5.882, 2.850, -0.785], [-6.975, 2.574, -3.386], [-7.300, 0.546, -1.566], [-0.840, -3.236, -0.264], [-1.578, -4.545, -0.390], [-0.677, -5.664, -0.572], [-0.098, -6.117, 0.525], [-0.267, -5.731, 1.651], [0.760, -7.084, 0.175], [1.496, -7.639, 1.264], [-0.188, -3.081, -1.123], [-1.560, -2.419, -0.232], [-0.243, -3.209, 0.647], [-2.194, -4.565, -1.286], [-2.209, -4.742, 0.475], [0.830, -7.983, 2.052], [2.188, -6.904, 1.675], [2.047, -8.476, 0.845], [-0.445, 4.784, 2.639], [-1.563, 5.696, 2.187], [-2.770, 4.964, 1.931], [-3.482, 4.649, 3.005], [-3.226, 4.964, 4.141], [-4.506, 3.905, 2.621], [-5.347, 3.431, 3.671], [-0.293, 3.987, 1.910], [0.478, 5.356, 2.726], [-0.675, 4.338, 3.606], [-1.329, 6.160, 1.234], [-1.766, 6.475, 2.921], [-5.683, 4.256, 4.296], [-4.816, 2.705, 4.285], [-6.183, 2.959, 3.166], [5.696, -8.494, -0.987], [5.719, -7.475, 0.130], [5.768, -8.100, 1.427], [6.963, -8.538, 1.801], [7.987, -8.443, 1.177], [6.835, -9.138, 2.983], [8.048, -9.692, 3.500], [4.871, -9.193, -0.846], [5.558, -7.986, -1.941], [6.631, -9.052, -1.023], [4.796, -6.900, 0.148], [6.559, -6.790, 0.027], [8.832, -8.939, 3.527], [8.377, -10.529, 2.887], [7.802, -10.028, 4.502], [-1.035, 9.547, -2.364], [0.081, 9.564, -1.344], [0.252, 8.281, -0.718], [0.923, 7.383, -1.439], [1.421, 7.572, -2.516], [0.924, 6.237, -0.769], [1.559, 5.145, -1.443], [-1.961, 9.198, -1.907], [-1.197, 10.555, -2.747], [-0.785, 8.895, -3.200], [-0.149, 10.229, -0.514], [1.027, 9.868, -1.791], [2.568, 5.420, -1.742], [0.986, 4.853, -2.321], [1.575, 4.333, -0.724]],
  "forces_ev_per_angstrom": [[-0.35, -0.64, -0.64], [0.55, 0.38, 0.47], [-0.29, 0.60, 0.16], [-0.08, -0.09, 0.16], [0.04, -0.34, 0.62], [0.07, 0.16, -0.91], [-0.18, -0.02, -0.13], [0.22, 0.44, 0.48], [-0.14, -0.72, 0.03], [0.40, 1.04, -0.69], [-0.20, -0.17, 0.13], [0.07, -0.11, -0.36], [-0.11, -0.22, 0.10], [-0.08, 0.22, 0.16], [0.05, -0.11, 0.47], [-0.34, -0.04, -0.06], [0.19, -0.14, 0.45], [-0.47, -0.02, -0.17], [0.65, -0.20, -0.27], [0.11, -0.03, 0.08], [-0.20, 0.01, -0.05], [-0.06, 0.01, -0.08], [0.29, 0.11, -0.07], [-0.13, 0.02, 0.19], [0.00, -0.12, -0.03], [0.05, -0.08, -0.03], [-0.03, 0.04, -0.02], [0.03, 0.00, -0.01], [-0.01, -0.02, 0.00], [-0.01, 0.02, -0.01], [0.03, 0.00, 0.03], [-0.02, 0.02, 0.01], [-0.02, 0.02, 0.02], [0.02, 0.00, 0.01], [-0.04, -0.06, -0.03], [0.06, 0.14, -0.02], [0.03, 0.06, -0.14], [0.08, -0.28, 0.08], [-0.01, 0.12, 0.20], [-0.10, 0.01, -0.11], [-0.07, 0.00, -0.06], [0.02, 0.01, 0.00], [0.03, 0.01, 0.00], [0.01, 0.02, 0.00], [0.07, 0.04, -0.09], [0.00, -0.02, 0.02], [-0.01, 0.00, 0.01], [0.02, 0.01, 0.01], [-0.02, -0.03, 0.03], [0.02, -0.08, 0.08], [-0.10, 0.14, -0.16], [-0.07, 0.06, 0.01], [-0.10, -0.26, -0.06], [0.20, 0.11, -0.07], [0.00, 0.01, 0.13], [-0.03, 0.02, 0.04], [-0.02, 0.00, -0.03], [0.00, 0.01, -0.01], [0.00, 0.01, -0.01], [-0.01, 0.01, 0.03], [0.04, -0.02, 0.04], [0.01, 0.01, 0.02], [0.00, 0.00, -0.02], [0.03, -0.02, 0.01], [-0.02, -0.06, 0.03], [0.05, 0.11, 0.05], [-0.01, 0.03, 0.06], [-0.27, -0.08, 0.01], [0.17, 0.05, -0.17], [0.01, -0.04, 0.12], [0.03, -0.09, 0.02], [-0.01, 0.01, -0.01], [0.00, 0.01, -0.01], [0.01, 0.00, 0.00], [-0.02, 0.02, -0.01], [0.00, -0.01, -0.02], [0.02, -0.01, -0.01], [-0.02, 0.02, -0.01], [0.01, -0.03, -0.02]],
  "lowdin_charge": [0.01, -0.91, 0.00, 0.79, -0.80, -0.04, 0.80, -0.33, -0.46, 0.74, 0.07, 0.10, 0.03, 0.00, -0.17, -0.16, -0.20, -0.22, -0.19, -0.08, -0.19, 0.04, -0.62, 0.12, 0.00, -0.05, 0.08, 0.05, 0.08, 0.12, 0.12, 0.09, 0.09, 0.09, -0.06, -0.21, 0.04, -0.62, 0.11, 0.01, -0.04, 0.08, 0.08, 0.08, 0.11, 0.12, 0.09, 0.10, 0.10, -0.06, -0.20, 0.04, -0.62, 0.12, 0.00, -0.04, 0.08, 0.08, 0.08, 0.12, 0.12, 0.09, 0.10, 0.09, -0.06, -0.21, 0.03, -0.62, 0.12, 0.00, -0.02, 0.08, 0.08, 0.08, 0.12, 0.12, 0.10, 0.10, 0.09]
}

=====

Record 2
{
  "formula": "C43H46N4PRu",
  "method": "the ωB97M-V functional and the def2-TZVPD basis",
  "spin_multiplicity": 2,
  "orbital_gap_ev": [6.20, 6.09],
  "s2": 0.76,
  "fmax_ha_per_bohr": 0.02141,
  "lumo_energy_ev": [0.3, 0.4],
  "e_homo_ev": [-5.89, -5.70],
  "elements": ["Ru", "C", "N", "C", "C", "C", "C", "C", "C", "C", "N", "C", "C", "C", "C", "C", "C", "N", "C", "C", "H", "H", "H", "H", "H", "H", "H", "H", "H", "H", "H", "H", "H", "H", "H", "H", "H", "H", "H", "H", "C", "C", "C", "C", "C", "C", "P", "C", "C", "C", "C", "C", "C", "C", "C", "C", "C", "C", "C", "H", "H", "H", "H", "H", "H", "H", "H", "H", "H", "H", "H", "H", "H", "C", "N", "C", "C", "C", "C", "C", "C", "C", "C", "H", "H", "H", "H", "H", "H", "H", "H", "H", "H", "H", "H"],
  "positions_angstrom": [[-0.337, 0.447, -0.575], [1.915, -3.010, -2.771], [1.247, -2.519, -1.577], [0.248, -3.462, -1.113], [2.219, -2.105, -0.607], [2.973, -3.064, 0.068], [4.022, -2.721, 0.903], [4.346, -1.376, 1.041], [3.594, -0.416, 0.395], [2.486, -0.740, -0.411], [1.680, 0.279, -0.911], [2.267, 1.391, -1.454], [3.440, 1.322, -2.229], [3.969, 2.438, -2.849], [3.355, 3.678, -2.723], [2.213, 3.774, -1.938], [1.664, 2.665, -1.313], [0.531, 2.791, -0.410], [1.035, 3.109, 0.929], [-0.441, 3.822, -0.771], [2.462, -3.950, -2.594], [2.627, -2.264, -3.127], [1.179, -3.192, -3.558], [-0.467, -3.637, -1.921], [-0.301, -3.042, -0.272], [0.660, -4.442, -0.819], [2.739, -4.110, -0.095], [4.592, -3.487, 1.412], [5.175, -1.074, 1.670], [3.838, 0.633, 0.518], [3.918, 0.358, -2.354], [4.862, 2.335, -3.452], [3.761, 4.552, -3.210], [1.744, 4.740, -1.804], [0.221, 3.063, 1.654], [1.801, 2.394, 1.209], [1.474, 4.117, 0.948], [-0.050, 4.836, -0.617], [-1.319, 3.704, -0.136], [-0.737, 3.726, -1.809], [1.514, 1.367, 5.381], [2.205, 1.067, 4.218], [1.511, 0.717, 3.069], [0.123, 0.659, 3.063], [-0.561, 0.915, 4.252], [0.127, 1.285, 5.396], [-0.674, -0.006, 1.543], [-1.085, -1.617, 2.331], [-2.251, -1.867, 3.051], [-2.432, -3.075, 3.704], [-1.436, -4.045, 3.665], [-0.258, -3.791, 2.980], [-0.085, -2.583, 2.317], [-2.179, 1.013, 1.248], [-2.436, 2.214, 1.927], [-3.339, 3.143, 1.446], [-3.987, 2.926, 0.234], [-3.729, 1.770, -0.473], [-2.842, 0.798, 0.011], [2.051, 1.648, 6.277], [3.287, 1.103, 4.201], [2.053, 0.466, 2.167], [-1.637, 0.805, 4.298], [-0.418, 1.491, 6.308], [-3.031, -1.116, 3.100], [-3.349, -3.260, 4.248], [-1.577, -4.988, 4.176], [0.534, -4.528, 2.957], [0.847, -2.388, 1.797], [-1.917, 2.430, 2.850], [-3.535, 4.041, 2.018], [-4.700, 3.646, -0.147], [-4.262, 1.578, -1.395], [-0.567, 1.865, -3.780], [-0.847, 0.712, -2.917], [-0.072, -0.414, -3.449], [-2.288, 0.410, -3.027], [-2.749, -0.686, -2.098], [-3.040, -1.926, -2.658], [-3.441, -3.010, -1.892], [-3.565, -2.853, -0.519], [-3.296, -1.623, 0.053], [-2.861, -0.528, -0.701], [-0.802, 1.619, -4.826], [0.485, 2.135, -3.711], [-1.181, 2.713, -3.495], [-0.301, -0.562, -4.514], [-0.301, -1.313, -2.885], [0.989, -0.206, -3.323], [-2.510, 0.097, -4.059], [-2.828, 1.342, -2.862], [-2.942, -2.042, -3.732], [-3.664, -3.956, -2.367], [-3.888, -3.673, 0.108], [-3.464, -1.484, 1.110]],
  "forces_ev_per_angstrom": [[-0.41, 0.93, 0.43], [-0.03, 0.04, -0.07], [0.03, -0.04, 0.00], [-0.06, 0.04, 0.04], [-0.05, -0.11, 0.10], [0.00, 0.00, -0.01], [0.02, 0.01, 0.00], [-0.03, -0.04, -0.01], [0.03, 0.03, 0.03], [0.06, 0.19, 0.07], [0.02, -0.41, -0.13], [-0.04, 0.15, 0.01], [0.01, 0.00, -0.05], [0.00, 0.03, -0.01], [-0.02, -0.05, 0.03], [-0.05, 0.01, -0.04], [0.00, 0.07, 0.01], [0.12, -0.05, -0.21], [0.01, -0.03, 0.02], [0.01, -0.06, 0.01], [0.01, 0.00, -0.02], [0.00, 0.00, -0.01], [-0.02, 0.02, -0.01], [-0.02, -0.01, 0.00], [0.00, 0.01, 0.02], [0.00, 0.00, 0.01], [0.01, -0.01, 0.01], [0.01, -0.01, 0.02], [0.02, 0.00, 0.01], [0.01, 0.01, 0.02], [-0.01, 0.00, 0.01], [0.02, 0.00, -0.01], [0.01, 0.03, -0.02], [-0.01, 0.04, -0.01], [0.03, 0.00, -0.01], [0.01, -0.04, 0.00], [-0.01, 0.00, -0.01], [0.02, 0.02, 0.00], [0.02, -0.01, -0.04], [-0.02, -0.06, -0.07], [0.01, 0.00, -0.02], [-0.02, 0.01, 0.02], [0.02, -0.03, 0.00], [-0.04, -0.09, 0.05], [0.00, -0.02, 0.00], [0.01, 0.00, -0.02], [0.02, -0.05, 0.23], [-0.06, 0.07, 0.07], [0.06, 0.02, 0.06], [0.03, -0.04, 0.00], [-0.04, 0.04, 0.00], [0.02, 0.03, -0.04], [0.04, -0.03, 0.02], [0.25, -0.19, -0.32], [-0.06, 0.17, 0.03], [0.09, -0.10, 0.11], [-0.01, -0.07, -0.12], [-0.02, 0.24, 0.18], [-0.05, -0.31, -0.33], [0.01, 0.00, 0.01], [0.03, 0.00, 0.00], [0.04, -0.02, -0.05], [-0.03, -0.01, -0.01], [-0.02, 0.01, 0.03], [0.01, 0.04, 0.03], [-0.01, -0.01, 0.01], [0.00, -0.02, 0.02], [-0.01, -0.02, 0.00], [0.02, 0.01, -0.06], [0.01, -0.02, 0.00], [0.00, 0.02, 0.00], [0.00, 0.01, 0.01], [-0.05, -0.03, 0.04], [0.05, 0.00, 0.05], [0.11, -0.13, 0.08], [0.00, -0.12, -0.09], [-0.05, 0.00, -0.02], [0.06, -0.02, -0.03], [0.03, -0.02, -0.02], [0.02, 0.05, 0.07], [0.07, 0.02, -0.10], [-0.02, 0.01, -0.05], [-0.27, -0.08, 0.06], [0.02, -0.01, 0.02], [0.02, 0.02, 0.04], [-0.04, 0.09, 0.08], [-0.02, -0.02, -0.05], [0.07, -0.01, -0.04], [-0.03, -0.03, -0.02], [0.01, 0.04, 0.02], [0.07, -0.03, 0.08], [0.00, 0.01, 0.02], [0.01, -0.03, 0.01], [-0.03, -0.04, 0.00], [-0.04, -0.01, -0.16]],
  "lowdin_charge": [0.83, -0.09, -0.23, -0.09, -0.22, -0.05, -0.10, -0.09, -0.06, -0.25, -0.09, -0.28, -0.04, -0.10, -0.11, -0.05, -0.22, -0.23, -0.07, -0.08, 0.09, 0.09, 0.08, 0.08, 0.06, 0.08, 0.11, 0.09, 0.10, 0.12, 0.11, 0.10, 0.09, 0.10, 0.08, 0.07, 0.10, 0.08, 0.06, 0.07, -0.08, -0.07, -0.11, -0.34, -0.10, -0.08, 0.95, -0.34, -0.12, -0.08, -0.09, -0.07, -0.10, -0.28, -0.10, -0.09, -0.08, -0.03, -0.23, 0.10, 0.11, 0.07, 0.10, 0.10, 0.10, 0.10, 0.10, 0.11, 0.09, 0.09, 0.11, 0.11, 0.12, -0.08, -0.29, -0.11, -0.16, -0.18, -0.05, -0.08, -0.06, -0.04, -0.19, 0.09, 0.09, 0.07, 0.10, 0.06, 0.08, 0.12, 0.10, 0.11, 0.10, 0.11, 0.09]
}

=====

Number 2 is which compound?
C43H46N4PRu

=====

Number 2 is which compound?
C43H46N4PRu